C4H16O3 | wB97M-V/def2-TZVPD

Calculated values
M   112.17 g mol⁻¹
Relative energy (zero: lowest compared OMol25 entry of this formula, charge and spin)   0.4292 eV
HOMO energy   -11.000 eV
Strongest force on any atom   2.08 eV/A
Structure (SMILES)   CCCC.O.O.O

Last column: natural (NBO) charge in e.
CARTESIAN COORDINATES (ANGSTROEM)
O  0.54  -1.21  -1.46  -0.96
O  4.15  -0.98  -1.42  -0.97
O  2.21  1.07  -1.31  -0.98
C  -2.03  0.33  0.44  -0.41
C  -0.75  -0.91  2.34  -0.61
C  -0.87  0.34  1.44  -0.42
C  -1.81  1.16  -0.79  -0.62
H  -1.50  -1.66  2.06  0.20
H  1.64  1.85  -1.40  0.47
H  -2.96  0.66  0.93  0.21
H  -0.96  1.24  2.05  0.20
H  -1.01  -0.66  3.37  0.21
H  1.61  0.35  -1.55  0.50
H  -2.29  -0.72  0.21  0.19
H  -1.70  2.23  -0.63  0.21
H  1.12  -1.92  -1.19  0.49
H  0.09  0.49  0.95  0.21
H  -1.01  0.88  -1.48  0.21
H  0.22  -1.39  2.25  0.21
H  -0.26  -1.34  -0.94  0.48
H  3.76  -0.19  -1.83  0.49
H  -2.66  1.11  -1.48  0.21
H  4.46  -0.72  -0.55  0.47